[1]
Computed, not measured: the ion C4H10N3 with charge +1, with ωB97M-V/def2-TZVPD.

Element x y z (Å)
C (0.284, 0.966, 0.119)
C (2.214, -0.064, 0.096)
C (-0.789, 2.009, -0.001)
C (-1.403, -0.910, 0.064)
N (1.509, 1.112, -0.075)
N (-0.095, -0.357, 0.328)
N (1.092, -1.112, -0.026)
H (2.995, -0.090, -0.655)
H (2.639, -0.151, 1.026)
H (-1.588, 1.561, -0.638)
H (-0.319, 2.895, -0.579)
H (-1.070, 2.329, 1.114)
H (-1.726, -0.719, -1.021)
H (-1.487, -1.902, 0.310)
H (-2.130, -0.378, 0.553)
H (1.150, -1.311, -1.102)
H (1.236, -1.996, 0.608)

Computed properties:
- relative energy (zero: lowest compared OMol25 entry of this formula, charge and spin) (kJ/mol) = 303.00
- SMILES = CC1=NC[NH2+]N1C
- net charge = +1



[2]
Computed, not measured: a structure of composition C25H42NO15V, with ωB97M-V/def2-TZVPD.

Element x y z (Å)
O (2.836, -22.548, 8.254)
V (3.521, -23.336, 9.479)
O (2.388, -23.984, 10.421)
C (2.937, -26.688, 9.593)
C (3.672, -26.624, 8.250)
C (2.600, -26.854, 7.152)
C (3.009, -26.485, 5.731)
C (3.750, -25.136, 5.667)
C (4.866, -25.021, 6.727)
N (4.300, -25.308, 8.036)
O (5.195, -24.909, 9.055)
C (5.285, -23.538, 6.572)
C (6.162, -25.806, 6.331)
C (4.705, -27.750, 8.186)
H (2.584, -27.691, 9.839)
H (2.084, -26.016, 9.600)
H (3.635, -26.435, 10.392)
H (1.695, -26.305, 7.418)
H (2.330, -27.913, 7.149)
H (2.161, -26.387, 5.046)
H (3.596, -27.269, 5.242)
H (3.080, -24.288, 5.818)
H (4.178, -25.079, 4.664)
H (4.592, -22.863, 7.069)
H (5.403, -23.247, 5.526)
H (6.259, -23.289, 7.004)
H (6.916, -25.127, 5.940)
H (5.947, -26.593, 5.605)
H (6.602, -26.279, 7.207)
H (5.595, -27.604, 8.797)
H (5.014, -27.920, 7.153)
H (4.296, -28.719, 8.488)
C (7.254, -19.279, 12.493)
C (7.023, -20.716, 12.950)
C (6.115, -20.879, 14.194)
O (5.117, -21.799, 13.754)
C (5.270, -22.072, 12.461)
O (4.544, -22.773, 11.833)
O (6.246, -21.320, 11.926)
H (6.307, -18.846, 12.163)
H (7.871, -19.378, 11.596)
H (7.739, -18.586, 13.178)
H (7.981, -21.212, 13.110)
H (5.639, -19.957, 14.520)
H (6.722, -21.332, 14.976)
C (3.792, -20.454, 5.178)
C (2.490, -19.706, 5.334)
C (1.933, -19.730, 6.735)
O (1.631, -18.372, 7.045)
C (2.169, -17.570, 6.077)
O (2.150, -16.387, 6.125)
O (2.690, -18.315, 5.103)
H (3.641, -21.502, 5.436)
H (4.587, -20.022, 5.788)
H (4.136, -20.410, 4.143)
H (1.767, -20.135, 4.636)
H (2.648, -20.147, 7.447)
H (1.060, -20.366, 6.872)
C (0.522, -17.372, 12.654)
C (1.693, -18.025, 11.918)
C (2.882, -18.394, 12.821)
O (3.319, -19.602, 12.203)
C (2.358, -20.109, 11.450)
O (2.439, -21.103, 10.802)
O (1.269, -19.293, 11.408)
H (-0.285, -17.112, 11.966)
H (0.785, -16.498, 13.246)
H (-0.001, -18.101, 13.278)
H (2.062, -17.345, 11.148)
H (2.621, -18.580, 13.864)
H (3.634, -17.609, 12.786)
C (6.619, -17.891, 6.928)
C (6.533, -18.505, 8.311)
C (5.209, -18.222, 9.022)
O (4.875, -19.471, 9.632)
C (5.528, -20.449, 9.010)
O (5.337, -21.615, 9.164)
O (6.436, -19.944, 8.158)
H (5.715, -18.001, 6.330)
H (7.512, -18.258, 6.426)
H (6.716, -16.805, 7.025)
H (7.412, -18.342, 8.935)
H (4.385, -17.936, 8.366)
H (5.320, -17.509, 9.839)



[3]
Computed, not measured: an isolated molecule of C3H4, with ωB97M-V/def2-TZVPD.

Element x y z (Å)
C (-1.065, -0.003, -0.024)
C (1.666, -0.108, -0.027)
C (0.460, -0.034, -0.005)
H (-1.294, -0.926, -0.392)
H (2.656, -0.056, 0.129)
H (-1.245, 0.170, 0.997)
H (-1.178, 0.958, -0.678)

Computed properties:
- relative energy (zero: lowest compared OMol25 entry of this formula, charge and spin) (kJ/mol) = 65.55
- SMILES = C#CC



[4]
Computed, not measured: a structure of composition C52H40ClN6OPdS3, with ωB97M-V/def2-TZVPD.

Element x y z (Å)
Pd (-2.761, 1.520, 0.631)
Cl (-9.433, -0.461, -1.326)
C (-7.789, -0.298, -0.839)
C (-7.057, -1.439, -0.467)
C (-5.749, -1.335, -0.075)
C (-5.090, -0.090, -0.017)
O (-3.841, -0.097, 0.381)
C (-5.828, 1.060, -0.407)
C (-5.293, 2.370, -0.479)
N (-4.094, 2.741, -0.147)
C (-3.603, 4.064, -0.333)
C (-4.332, 5.147, -0.811)
C (-3.733, 6.411, -0.876)
C (-2.426, 6.611, -0.494)
C (-1.643, 5.519, -0.045)
C (-0.304, 5.618, 0.325)
C (0.491, 4.368, 0.564)
C (-0.424, 3.302, 1.087)
N (-1.640, 3.191, 0.695)
C (-2.276, 4.252, 0.034)
C (-7.184, 0.922, -0.812)
H (-7.543, -2.405, -0.494)
H (-5.190, -2.216, 0.213)
H (-5.963, 3.130, -0.871)
H (-5.365, 5.049, -1.111)
H (-4.321, 7.246, -1.230)
H (-1.980, 7.595, -0.546)
H (0.184, 6.581, 0.381)
H (1.314, 4.544, 1.259)
H (-0.061, 2.533, 1.756)
H (-7.740, 1.803, -1.105)
N (-1.281, 0.257, 1.298)
S (1.572, 1.252, 0.215)
N (2.080, -0.025, -0.723)
S (2.196, -1.443, -0.124)
N (1.128, -1.927, 0.939)
S (-0.434, -2.084, 0.809)
N (-1.247, -0.957, 1.605)
C (-0.863, -3.534, 1.672)
C (0.118, -4.478, 1.954)
C (-0.269, -5.643, 2.596)
C (-1.602, -5.839, 2.936)
C (-2.564, -4.879, 2.641)
C (-2.205, -3.708, 1.997)
C (-0.941, -2.244, -0.871)
C (-0.988, -3.526, -1.418)
C (-1.357, -3.658, -2.744)
C (-1.674, -2.531, -3.495)
C (-1.621, -1.262, -2.930)
C (-1.250, -1.106, -1.605)
C (3.699, -1.697, 0.759)
C (3.724, -2.067, 2.095)
C (4.960, -2.216, 2.709)
C (6.128, -2.006, 1.990)
C (6.081, -1.637, 0.648)
C (4.860, -1.477, 0.020)
C (2.252, -2.498, -1.528)
C (1.922, -2.020, -2.787)
C (1.966, -2.909, -3.850)
C (2.328, -4.233, -3.642)
C (2.652, -4.691, -2.367)
C (2.620, -3.820, -1.294)
C (2.065, 2.649, -0.722)
C (1.104, 3.822, -0.810)
C (1.718, 4.940, -1.599)
C (2.913, 4.863, -2.227)
C (3.694, 3.685, -2.172)
C (3.246, 2.599, -1.418)
C (2.551, 1.283, 1.699)
C (1.884, 0.870, 2.850)
C (2.570, 0.863, 4.055)
C (3.901, 1.253, 4.094)
C (4.557, 1.657, 2.934)
C (3.883, 1.683, 1.726)
H (1.152, -4.303, 1.695)
H (0.470, -6.394, 2.838)
H (-1.896, -6.750, 3.440)
H (-3.596, -5.041, 2.919)
H (-2.938, -2.946, 1.767)
H (-0.763, -4.399, -0.819)
H (-1.417, -4.642, -3.188)
H (-1.980, -2.646, -4.527)
H (-1.889, -0.395, -3.518)
H (-1.235, -0.124, -1.150)
H (2.807, -2.225, 2.645)
H (5.007, -2.505, 3.750)
H (7.086, -2.137, 2.474)
H (6.996, -1.486, 0.093)
H (4.812, -1.202, -1.027)
H (1.648, -0.984, -2.931)
H (1.725, -2.563, -4.846)
H (2.371, -4.915, -4.481)
H (2.946, -5.721, -2.217)
H (2.900, -4.157, -0.303)
H (0.215, 3.496, -1.382)
H (1.123, 5.837, -1.699)
H (3.271, 5.711, -2.796)
H (4.631, 3.620, -2.706)
H (3.837, 1.691, -1.396)
H (0.845, 0.564, 2.806)
H (2.063, 0.562, 4.962)
H (4.432, 1.255, 5.037)
H (5.591, 1.971, 2.977)
H (4.385, 2.027, 0.832)

Computed properties:
- relative energy (zero: lowest compared OMol25 entry of this formula, charge and spin) (kJ/mol) = 101.37
- expectation value of S² = 6.10
- net charge = +3
- 2S+1 = 5



[5]
Computed, not measured: a structure of composition C34H88F6FeN9O12S2, with ωB97M-V/def2-TZVPD.

Element x y z (Å)
Fe (3.340, -2.555, 1.340)
C (-2.016, -1.321, 0.276)
F (-3.229, -0.898, 0.689)
F (-2.128, -2.421, -0.537)
F (-1.294, -0.331, -0.294)
S (-0.883, -1.808, 1.786)
O (-1.726, -1.641, 2.991)
O (-0.443, -3.160, 1.580)
N (0.610, -0.851, 1.720)
S (0.055, 0.504, 2.317)
O (-1.335, 0.900, 2.165)
O (0.544, 0.693, 3.692)
C (0.976, 1.856, 1.286)
F (0.216, 2.316, 0.297)
F (1.177, 2.946, 2.075)
F (2.163, 1.362, 0.887)
C (4.521, -7.621, 1.932)
C (3.667, -6.447, 2.194)
C (4.034, -5.908, 3.580)
O (3.488, -4.596, 3.676)
C (3.321, -4.254, 5.039)
N (3.989, -5.469, 1.156)
H (4.577, -8.296, 2.785)
H (5.602, -7.502, 1.863)
H (4.049, -8.130, 1.091)
H (2.662, -6.870, 2.182)
H (5.113, -5.925, 3.730)
H (3.670, -6.591, 4.347)
H (4.331, -4.243, 5.451)
H (2.857, -4.976, 5.711)
H (2.938, -3.247, 5.204)
H (3.478, -5.774, 0.339)
H (4.937, -5.634, 0.851)
C (-0.078, 0.423, 10.399)
C (-1.219, -0.279, 11.150)
C (-1.430, 0.235, 12.609)
O (-1.496, 1.669, 12.657)
C (-2.218, 2.263, 13.742)
N (-2.402, 0.132, 10.334)
H (0.016, 0.121, 9.356)
H (0.837, 0.233, 10.960)
H (-0.273, 1.495, 10.432)
H (-0.984, -1.332, 10.993)
H (-0.686, -0.199, 13.277)
H (-2.398, -0.107, 12.975)
H (-3.144, 1.758, 14.016)
H (-2.423, 3.316, 13.550)
H (-1.591, 2.213, 14.633)
H (-2.015, -0.132, 9.440)
H (-2.347, 1.140, 10.304)
C (-4.442, 6.134, -7.889)
C (-5.010, 6.265, -6.471)
C (-3.838, 5.628, -5.529)
O (-4.086, 5.390, -4.095)
C (-3.001, 4.885, -3.300)
N (-5.264, 7.640, -6.197)
H (-4.079, 5.168, -8.240)
H (-3.580, 6.795, -7.977)
H (-5.157, 6.302, -8.694)
H (-5.983, 5.773, -6.444)
H (-2.995, 6.317, -5.589)
H (-3.524, 4.715, -6.034)
H (-3.184, 4.894, -2.226)
H (-2.030, 5.319, -3.542)
H (-3.022, 3.846, -3.630)
H (-5.358, 7.683, -5.192)
H (-6.183, 7.900, -6.524)
C (3.338, -0.987, -4.393)
C (2.776, -2.101, -3.469)
C (2.748, -3.463, -4.097)
O (2.207, -4.388, -3.167)
C (2.239, -5.679, -3.748)
N (3.540, -1.924, -2.257)
H (2.931, -1.102, -5.398)
H (4.413, -1.032, -4.569)
H (3.068, -0.032, -3.943)
H (1.774, -1.845, -3.124)
H (3.750, -3.735, -4.431)
H (2.219, -3.431, -5.049)
H (3.198, -6.110, -4.035)
H (1.648, -5.633, -4.662)
H (1.869, -6.416, -3.035)
H (4.301, -2.476, -2.625)
H (3.858, -0.965, -2.277)
C (-7.728, 0.710, -2.256)
C (-8.763, 1.124, -1.205)
C (-8.368, 0.917, 0.198)
O (-9.382, 1.405, 1.072)
C (-10.560, 0.599, 1.044)
N (-8.928, 2.551, -1.364)
H (-7.472, -0.346, -2.172)
H (-6.905, 1.386, -2.024)
H (-8.071, 0.955, -3.261)
H (-9.675, 0.573, -1.435)
H (-7.386, 1.281, 0.502)
H (-8.392, -0.163, 0.341)
H (-11.345, 1.025, 1.669)
H (-10.319, -0.362, 1.497)
H (-11.035, 0.467, 0.072)
H (-9.275, 2.814, -0.453)
H (-7.973, 2.880, -1.326)
C (8.860, 2.313, -1.132)
C (10.180, 1.632, -1.295)
C (11.268, 2.585, -0.829)
O (12.485, 1.856, -1.103)
C (13.288, 2.598, -2.093)
N (10.227, 0.350, -0.684)
H (8.701, 2.535, -0.076)
H (8.000, 1.680, -1.352)
H (8.698, 3.248, -1.668)
H (10.331, 1.526, -2.370)
H (11.269, 2.779, 0.244)
H (11.190, 3.585, -1.256)
H (13.117, 2.386, -3.148)
H (14.294, 2.302, -1.797)
H (13.225, 3.686, -2.132)
H (9.606, -0.334, -1.093)
H (9.518, 0.507, 0.018)
C (3.463, 6.882, -2.202)
C (2.853, 7.327, -3.505)
C (2.657, 6.177, -4.510)
O (3.788, 5.374, -4.926)
C (4.309, 5.761, -6.176)
N (1.634, 7.933, -3.268)
H (4.184, 6.078, -2.349)
H (2.733, 6.304, -1.634)
H (3.866, 7.582, -1.472)
H (3.605, 8.004, -3.909)
H (2.088, 6.412, -5.410)
H (1.980, 5.520, -3.964)
H (4.216, 6.846, -6.214)
H (3.851, 5.308, -7.055)
H (5.374, 5.530, -6.176)
H (1.315, 8.283, -4.161)
H (1.713, 8.742, -2.668)
C (-7.751, -5.899, -0.716)
C (-6.767, -6.944, -1.283)
C (-6.005, -7.571, -0.059)
O (-4.970, -8.413, -0.622)
C (-3.595, -8.149, -0.180)
N (-7.559, -7.952, -1.961)
H (-8.015, -5.155, -1.468)
H (-7.332, -5.299, 0.092)
H (-8.630, -6.390, -0.298)
H (-6.176, -6.440, -2.047)
H (-6.575, -8.196, 0.629)
H (-5.500, -6.801, 0.524)
H (-3.154, -7.183, -0.426)
H (-3.077, -9.019, -0.583)
H (-3.439, -8.290, 0.889)
H (-7.867, -7.665, -2.879)
H (-8.448, -8.139, -1.520)

Computed properties:
- expectation value of S² = 20.03
- net charge = +1
- 2S+1 = 9



[6]
Computed, not measured: an isolated molecule of C10H15N3O3S2, with ωB97M-V/def2-TZVPD.

Element x y z (Å)
C (4.091, 0.078, -0.075)
N (3.205, -0.989, -0.506)
C (2.457, -1.608, 0.575)
C (1.092, -0.922, 0.835)
N (1.136, 0.410, 0.286)
S (0.223, 1.591, 0.985)
O (0.264, 1.402, 2.401)
O (0.634, 2.842, 0.425)
C (-1.438, 1.268, 0.406)
C (-2.016, 1.999, -0.583)
S (-3.573, 1.411, -0.979)
C (-3.443, 0.141, 0.202)
C (-2.242, 0.205, 0.855)
H (-1.964, -0.476, 1.638)
C (-4.487, -0.877, 0.443)
O (-4.290, -1.826, 1.171)
N (-5.657, -0.679, -0.207)
H (-5.823, 0.120, -0.792)
H (-6.398, -1.344, -0.064)
H (-1.604, 2.854, -1.079)
C (1.294, 0.476, -1.147)
C (2.317, -0.602, -1.577)
H (2.911, -0.237, -2.417)
H (1.788, -1.503, -1.899)
H (0.333, 0.316, -1.663)
H (1.645, 1.483, -1.376)
H (0.276, -1.502, 0.375)
H (0.896, -0.818, 1.901)
H (3.071, -1.583, 1.474)
H (2.284, -2.656, 0.307)
H (4.822, -0.340, 0.615)
H (4.621, 0.456, -0.949)
H (3.575, 0.911, 0.415)

Computed properties:
- relative energy (zero: lowest compared OMol25 entry of this formula, charge and spin) (kJ/mol) = 81.33
- SMILES = CN1CCN(S(=O)(=O)c2csc(C(N)=O)c2)CC1



[7]
Computed, not measured: a cluster of 2 separate species, C25H27Si in total, with ωB97M-V/def2-TZVPD.

Element x y z (Å)
C (2.678, -0.296, 3.678)
Si (1.243, -0.253, 2.468)
C (1.621, 0.997, 1.135)
C (0.978, -1.965, 1.774)
C (-0.394, 0.289, 3.306)
C (-1.553, 0.539, 2.372)
C (-2.494, -0.373, 2.037)
H (2.481, -1.004, 4.494)
H (3.598, -0.612, 3.166)
H (2.853, 0.698, 4.109)
H (0.747, 1.108, 0.484)
H (1.853, 1.969, 1.590)
H (2.481, 0.679, 0.531)
H (0.079, -1.970, 1.147)
H (1.839, -2.280, 1.169)
H (0.849, -2.685, 2.592)
H (-0.600, -0.511, 4.033)
H (-0.133, 1.205, 3.858)
H (-1.611, 1.561, 1.965)
H (-3.305, -0.143, 1.341)
H (-2.501, -1.374, 2.480)
C (-4.973, 0.274, -0.424)
C (-5.815, -0.833, -0.034)
C (-5.357, -2.162, -0.140)
C (-6.226, -3.232, 0.046)
C (-7.573, -2.992, 0.357)
C (-8.031, -1.677, 0.518)
C (-7.163, -0.611, 0.326)
C (-5.163, 1.654, -0.020)
C (-4.449, 2.489, -0.943)
C (-4.598, 3.871, -0.946)
C (-5.429, 4.447, 0.022)
C (-6.054, 3.648, 0.996)
C (-5.932, 2.252, 0.981)
C (-3.786, 1.632, -1.910)
C (-4.100, 0.262, -1.588)
C (-3.751, -0.737, -2.491)
C (-3.051, -0.388, -3.655)
C (-2.787, 0.957, -3.975)
C (-3.161, 1.978, -3.096)
H (-4.309, -2.341, -0.376)
H (-5.855, -4.254, -0.067)
H (-8.255, -3.831, 0.503)
H (-9.075, -1.480, 0.779)
H (-7.542, 0.409, 0.389)
H (-4.061, 4.444, -1.704)
H (-5.560, 5.528, 0.030)
H (-6.666, 4.126, 1.763)
H (-6.425, 1.628, 1.720)
H (-4.052, -1.763, -2.310)
H (-2.731, -1.168, -4.339)
H (-2.273, 1.212, -4.899)
H (-2.987, 3.040, -3.294)

Computed properties:
- relative energy (zero: lowest compared OMol25 entry of this formula, charge and spin) (kJ/mol) = 0.00
- net charge = +1



Number 1: DFT total energy -8771.459 eV, molar mass 100.1 g mol⁻¹. Number 2: DFT total energy -84496.086 eV, molar mass 647.5 g mol⁻¹. Number 3: DFT total energy -3173.171 eV, molar mass 40.1 g mol⁻¹. Number 4: DFT total energy -114036.612 eV, molar mass 1003.0 g mol⁻¹. Number 5: DFT total energy -146998.235 eV, molar mass 1049.1 g mol⁻¹. Number 6: DFT total energy -42896.155 eV, molar mass 289.4 g mol⁻¹. Number 7: DFT total energy -34234.276 eV, molar mass 355.6 g mol⁻¹.